# C33H28N9O3ReS

A molecular structure, C33H28N9O3ReS in a non-equilibrium geometry (ωB97M-V/def2-TZVPD, the OMol25 dataset).

Each line ends with the Mulliken spin population.
Atoms and positions in Å:
Re1 0.058 0.198 0.306  0.731
C1 3.243 1.899 -1.376  -0.002
C2 3.700 0.517 -1.006  -0.025
C3 4.660 -0.145 -1.761  -0.001
C4 5.148 -1.380 -1.361  0.000
C5 4.709 -1.935 -0.172  0.000
C6 3.754 -1.295 0.613  0.006
C7 3.379 -1.861 1.952  0.001
C8 3.209 -0.093 0.152  0.041
N1 2.093 0.492 0.822  0.031
C9 2.316 1.083 2.017  0.004
O1 3.396 1.347 2.538  0.039
C10 1.034 1.397 2.772  0.026
C11 0.957 2.112 3.952  -0.001
C12 -0.300 2.316 4.512  0.003
C13 -1.443 1.820 3.897  0.001
C14 -1.293 1.107 2.721  0.013
N2 -0.076 0.905 2.230  -0.020
C15 -2.433 0.477 1.938  -0.005
O2 -3.571 0.574 2.390  0.011
N3 -2.027 -0.171 0.820  0.008
C16 -2.941 -1.058 0.220  -0.010
C17 -3.291 -0.767 -1.196  0.000
C18 -3.347 0.697 -1.560  0.009
C19 -4.266 -1.677 -1.851  -0.003
C20 -4.841 -2.768 -1.063  0.004
C21 -4.449 -2.959 0.201  -0.003
C22 -3.487 -2.105 0.878  0.022
C23 -3.212 -2.397 2.323  -0.001
H1 3.651 2.200 -2.341  0.000
H2 3.575 2.617 -0.621  0.000
H3 2.160 1.974 -1.419  0.006
H4 5.030 0.321 -2.668  0.000
H5 5.883 -1.897 -1.965  0.000
H6 5.111 -2.883 0.167  0.000
H7 3.637 -2.917 2.020  0.000
H8 2.318 -1.749 2.166  -0.005
H9 3.910 -1.315 2.737  0.000
H10 1.867 2.492 4.393  0.001
H11 -0.389 2.878 5.434  0.000
H12 -2.438 1.971 4.292  0.000
H13 -4.065 1.203 -0.909  0.000
H14 -3.651 0.813 -2.601  0.000
H15 -2.380 1.174 -1.420  0.000
H16 -4.907 -1.226 -2.600  0.000
H17 -5.584 -3.406 -1.524  0.000
H18 -4.870 -3.778 0.774  0.000
H19 -3.246 -3.472 2.509  0.000
H20 -3.958 -1.904 2.953  0.001
H21 -2.232 -2.039 2.631  -0.001
N4 0.927 -3.444 -1.661  0.007
C24 0.609 -2.141 -1.435  0.019
S1 -2.541 -1.864 -2.488  0.000
N5 0.555 -1.245 -2.363  0.008
N6 0.248 0.009 -1.803  0.061
C25 0.136 0.941 -2.688  -0.007
C26 -0.133 2.333 -2.406  0.019
C27 -0.104 3.224 -3.491  -0.014
C28 -0.295 4.577 -3.333  0.016
C29 -0.524 5.078 -2.048  -0.012
C30 -0.566 4.230 -0.966  0.022
C31 -0.376 2.844 -1.112  -0.022
O3 -0.480 2.095 -0.032  0.028
H22 0.501 -4.118 -1.042  0.000
H23 0.895 -3.703 -2.635  0.000
H24 0.284 0.649 -3.722  -0.001
H25 0.082 2.814 -4.478  0.000
H26 -0.264 5.240 -4.187  0.001
H27 -0.670 6.141 -1.899  -0.001
H28 -0.747 4.600 0.036  0.002
N7 1.133 -5.082 1.398  -0.001
C32 0.657 -4.046 1.615  -0.002
N8 0.068 -2.898 1.920  -0.003
C33 0.136 -1.920 1.069  -0.043
N9 0.371 -1.704 -0.162  0.040

Computed properties:
2S+1: 2
Kohn-Sham gap (alpha / beta) in eV: 6.638 / 6.524
Highest occupied orbital energy (alpha / beta) in eV: -4.27 / -4.26
E in hartree: -2469.4835
Total charge: -1
<S²>: 0.7624